{"formula": "C6H12O4", "method": "ωB97M-V/def2-TZVPD", "smiles": "CCOC(=O)CCC=O.O", "e_above_lowest_ev": 2.099, "homo_ev": -9.89, "homo_lumo_gap_ev": 10.6, "total_energy_ev": -14605.1130, "elements": ["C", "C", "O", "C", "O", "C", "C", "C", "O", "H", "H", "H", "H", "H", "H", "H", "H", "H", "H", "O", "H", "H"], "coordinates": [[-3.54076, 1.45071, 1.29057], [-2.80754, 0.65376, 0.23829], [-1.41929, 0.60628, 0.59861], [-0.54981, 0.21888, -0.32559], [-0.87032, -0.31811, -1.36183], [0.85537, 0.60514, 0.06202], [1.89561, -0.44008, -0.31989], [1.58034, -1.81590, 0.19715], [2.29710, -2.77982, -0.12232], [-3.30227, 2.51998, 1.21244], [-3.28173, 1.10242, 2.29946], [-4.62240, 1.32699, 1.14697], [-2.90035, 1.11552, -0.75464], [-3.18585, -0.37567, 0.17164], [0.86096, 0.78664, 1.14718], [1.07763, 1.56966, -0.41755], [1.86486, -0.53835, -1.42002], [2.72289, -0.41650, 0.52392], [0.57185, -1.99179, 0.62164], [4.41801, -0.81102, -1.36338], [4.05530, -1.79227, -1.11987], [4.28041, -0.67647, -2.30480]], "lowdin_charge": [-0.072, -0.222, -0.008, -0.527, 0.115, -0.103, -0.170, -0.235, 0.008, 0.081, 0.083, 0.082, 0.129, 0.130, 0.127, 0.137, 0.139, 0.177, 0.136, -0.135, 0.107, 0.023]}